C31H38I2N7O3RuS3 | ωB97M-V/def2-TZVPD

Geometry as XYZ:
```
85
Properties=species:S:1:pos:R:3:lowdin_charge:R:1
Ru -0.665 -0.223 -1.796 1.0614
N 2.933 1.073 -4.078 0.2130
C 1.775 0.821 -3.466 -0.5149
O 1.582 -0.233 -2.843 -0.0792
C 0.697 1.873 -3.546 -0.1899
C -0.664 1.244 -3.338 -0.2356
H 3.694 0.417 -4.004 0.1332
H 3.106 1.944 -4.549 0.1261
H 0.746 2.390 -4.507 0.1320
H 0.898 2.607 -2.762 0.0935
H -1.024 0.763 -4.243 0.0720
H -1.396 1.963 -2.974 -0.0124
S 0.895 -1.281 0.078 0.7315
C 1.112 -0.099 1.310 -0.6496
N 1.561 -0.442 2.535 -0.1008
C 1.653 0.598 3.544 -0.0877
C 2.146 1.878 2.898 -0.0838
N 1.261 2.239 1.805 -0.0904
C 0.946 3.654 1.609 -0.1147
C 0.145 4.185 2.775 -0.2238
C -1.141 3.702 2.999 -0.0435
C -1.880 4.158 4.079 -0.0730
C -1.336 5.097 4.946 -0.0686
C -0.059 5.588 4.722 -0.0593
C 0.682 5.128 3.642 -0.0396
C 0.809 1.242 1.017 -0.6015
S -0.152 1.640 -0.380 0.7128
C 1.899 -1.805 2.933 -0.1192
C 3.382 -1.967 3.170 -0.2243
C 4.272 -1.834 2.107 -0.0397
C 5.632 -1.998 2.310 -0.0677
C 6.113 -2.293 3.579 -0.0698
C 5.234 -2.420 4.643 -0.0646
C 3.871 -2.251 4.439 -0.0448
H 2.350 0.275 4.316 0.1372
H 0.671 0.766 4.002 0.1462
H 3.161 1.718 2.516 0.1504
H 2.163 2.686 3.626 0.1358
H 0.382 3.754 0.685 0.0626
H 1.880 4.212 1.504 0.1403
H -1.559 2.962 2.321 0.1010
H -2.877 3.776 4.255 0.1047
H -1.913 5.455 5.788 0.1119
H 0.366 6.323 5.392 0.1137
H 1.679 5.516 3.467 0.1186
H 1.569 -2.477 2.142 0.0818
H 1.349 -2.042 3.847 0.1357
H 3.891 -1.615 1.114 0.1024
H 6.317 -1.904 1.477 0.1087
H 7.174 -2.438 3.734 0.1112
H 5.606 -2.653 5.632 0.1118
H 3.184 -2.360 5.271 0.1151
N -4.303 2.017 0.639 0.1849
C -3.649 2.332 -0.497 -0.6385
O -3.046 1.489 -1.155 -0.1751
C -3.802 3.804 -0.856 -0.5464
I -2.170 4.701 -1.894 0.8872
H -4.384 1.051 0.908 0.0727
H -4.855 2.687 1.145 0.1172
H -3.954 4.408 0.034 0.0458
H -4.660 3.922 -1.514 0.0614
N -0.695 -5.220 -0.349 0.1982
C -1.110 -3.976 -0.613 -0.6450
O -0.521 -3.245 -1.395 -0.1150
C -2.386 -3.574 0.108 -0.4635
I -2.769 -1.458 0.020 1.0572
H 0.147 -5.551 -0.794 0.1332
H -1.196 -5.854 0.248 0.1224
H -2.360 -3.852 1.158 0.0590
H -3.239 -4.056 -0.366 0.0644
N -3.867 -4.634 -6.501 0.1020
C -2.650 -4.655 -5.949 -0.8162
S -1.634 -5.949 -6.127 0.7309
C -2.248 -3.507 -5.102 -0.2071
C -0.900 -3.199 -4.924 -0.0041
C -0.541 -2.170 -4.083 -0.1039
N -1.447 -1.439 -3.416 -0.1095
C -2.742 -1.708 -3.596 -0.1394
C -3.181 -2.722 -4.423 0.0180
H -4.158 -5.414 -7.067 0.1113
H -4.460 -3.821 -6.485 0.1087
H -0.148 -3.779 -5.438 0.1002
H 0.499 -1.933 -3.909 0.1086
H -3.448 -1.089 -3.057 0.0929
H -4.241 -2.922 -4.494 0.1218
```

Values from the calculation:
Total charge: +2
Frontier orbital gap (alpha / beta), eV: 6.1 / 5.4
Spin multiplicity: 6
E_LUMO (alpha / beta), eV: -5.40 / -7.17


C2H3ClOS | ωB97M-V/def2-TZVPD

Geometry as XYZ:
```
8
Properties=species:S:1:pos:R:3:lowdin_charge:R:1
C -0.860 -0.130 0.005 -0.9775
C 0.537 0.348 0.429 -0.5346
H 0.236 -1.270 -1.307 0.1712
H 0.472 1.120 1.219 0.0672
H 1.131 -0.499 0.758 0.0766
O -0.711 -1.018 -0.956 -0.0487
S -2.259 0.226 0.760 0.7329
Cl 1.455 1.224 -0.908 0.5129
```

Values from the calculation:
Frontier orbital gap, eV: 9.0
E_LUMO, eV: -0.17
SMILES string: OC(=S)CCl


C6H10N2O | ωB97M-V/def2-TZVPD

Geometry as XYZ:
```
19
Properties=species:S:1:pos:R:3:lowdin_charge:R:1
C 2.416 0.488 -0.964 -0.0409
C 3.543 0.203 -0.053 -0.1241
C 1.403 0.575 -0.110 -0.1576
C -2.690 0.320 -0.515 -0.0763
C -1.086 -1.238 0.784 -0.0566
C -1.222 -0.201 -0.400 -0.4711
N 3.101 0.160 1.172 0.0394
N -0.521 1.063 -0.187 0.1133
O 1.744 0.395 1.171 -0.0473
H 2.200 0.759 -2.052 0.1314
H 4.580 -0.134 -0.201 0.1180
H -2.458 1.202 -1.084 0.0524
H -3.353 -0.528 -0.786 0.0912
H -3.017 0.877 0.420 0.0919
H -1.639 -0.852 1.677 0.0922
H -0.114 -1.458 1.095 0.0313
H -1.454 -2.206 0.508 0.0625
H -0.982 -0.730 -1.251 0.0987
H -0.450 1.304 0.776 0.0516
```

Values from the calculation:
Frontier orbital gap, eV: 10.7
E_LUMO, eV: 0.73


Short version: max |F| = 1.59; 3.12; 6.28 eV/A, in the order given.